[1]
The ion C3H7N2 with charge +1, computed with the ωB97M-V functional and the def2-TZVPD basis.

For the LUMO energy, the calculation gives -3.72 eV. Its HOMO energy is -14.90 eV. As for the SMILES: NC1([NH3+])C=C1.

ORCA input file:
```
! RIJCOSX wB97M-V def2-TZVPD def2/J DEFGRID3
* xyz 1 1
N 1.39341 0.72659 0.90183
C 0.12968 0.03229 -0.06539
N -0.55943 -1.02949 0.80138
C -0.79384 0.82138 -0.89498
C -0.22956 -0.20385 -1.48519
H 1.29182 1.73534 0.88938
H 2.11656 0.52604 0.22224
H -0.04076 -1.90993 1.02406
H -1.45007 -1.25662 0.22241
H -0.67893 -0.44093 1.64687
H -1.42565 1.67580 -0.98942
H 0.24677 -0.67663 -2.27318
*
```

These are the natural (NBO) partial charges, in e, on atoms 1 to 4: -0.794 0.164 -0.732 -0.136

[2]
A cluster of 2 separate species, C3H7N2 in total, computed with the ωB97M-V functional and the def2-TZVPD basis.

For the LUMO energy (alpha / beta), the calculation gives -6.57 / -3.89 eV. Its HOMO energy (alpha / beta) is -14.58 / -15.05 eV.

ORCA input file:
```
! RIJCOSX wB97M-V def2-TZVPD def2/J DEFGRID3
* xyz 1 1
C 0.19125 -0.00130 -1.03609
C -1.14410 0.03823 1.07102
C 0.20875 0.15278 1.59952
N -0.10432 0.24284 0.17037
N 1.35401 -0.36410 -1.54009
H -2.11423 0.60541 -2.97653
H -1.52808 -1.05892 0.98028
H -1.89961 0.73777 1.38442
H 0.47915 1.01393 1.98286
H 0.80405 -0.71332 1.86881
H 1.58569 0.00016 -2.47914
H 2.16743 -0.65349 -1.02544
*
```

These are the natural (NBO) partial charges, in e, on atoms 1 to 4: 0.693 -0.206 -0.164 -0.405

[3]
The ion C3H7N2 with charge +1, computed with the ωB97M-V functional and the def2-TZVPD basis.

For the LUMO energy, the calculation gives -4.82 eV. Its HOMO energy is -13.45 eV.

ORCA input file:
```
! RIJCOSX wB97M-V def2-TZVPD def2/J DEFGRID3
* xyz 1 1
C 0.80647 -1.37973 -0.21610
C -0.29005 0.23100 -0.96134
C -0.33167 -0.40238 1.59260
N 0.12070 1.48440 -0.98279
N -0.09698 -0.59313 0.16494
H 0.87576 -1.81133 -1.26060
H -0.45151 -0.39261 -1.92153
H -0.06592 -1.46872 2.07158
H 0.42059 0.39661 1.99630
H -1.34798 -0.05440 1.60376
H 0.23339 2.07558 -0.15804
H 0.12722 1.91471 -1.92878
*
```

These are the natural (NBO) partial charges, in e, on atoms 1 to 4: 0.088 0.316 -0.427 -0.709

[4]
The ion C3H7N2 with charge +1, computed with the ωB97M-V functional and the def2-TZVPD basis.

For the LUMO energy (alpha / beta), the calculation gives -5.51 / -5.18 eV. Its HOMO energy (alpha / beta) is -14.57 / -14.78 eV.

ORCA input file:
```
! RIJCOSX wB97M-V def2-TZVPD def2/J DEFGRID3
* xyz 1 1
C 1.12076 -1.18626 0.18193
C 0.75989 0.08918 -0.55525
C -1.62686 0.26438 0.28826
N 0.52670 -1.77673 1.05683
N -0.35216 0.86437 0.14585
H 2.06836 -1.56957 -0.23128
H 1.63291 0.73994 -0.64085
H 0.42085 -0.18565 -1.55863
H -2.10978 -0.12181 -0.59182
H -1.99806 0.02993 1.26654
H -0.00475 1.13883 1.07634
H -0.43787 1.71339 -0.43790
*
```

These are the natural (NBO) partial charges, in e, on atoms 1 to 4: -0.082 -0.262 -0.100 -0.118

[5]
A structure of composition C3H7N2, computed with the ωB97M-V functional and the def2-TZVPD basis.

For the LUMO energy (alpha / beta), the calculation gives -5.87 / -8.78 eV. Its HOMO energy (alpha / beta) is -14.77 / -12.24 eV.

ORCA input file:
```
! RIJCOSX wB97M-V def2-TZVPD def2/J DEFGRID3
* xyz 1 1
C -1.05950 -1.11245 0.97990
C -0.90294 0.68983 1.75376
C 1.60763 -0.09424 -2.56906
N -0.36225 -0.07685 0.60220
N -1.61895 -0.61750 2.09057
H -0.96592 -2.04381 0.59426
H -0.15444 0.93320 2.62831
H -1.35845 1.65149 1.49136
H 2.41864 0.71448 -2.37233
H 1.53325 -0.72350 -1.61474
H 1.09999 -0.34450 -3.59254
H -2.07438 -0.89585 2.88284
*
```

These are the natural (NBO) partial charges, in e, on atoms 1 to 4: 0.268 -0.092 -0.150 -0.348

[6]
A structure of composition C3H7N2, computed with the ωB97M-V functional and the def2-TZVPD basis.

For the LUMO energy (alpha / beta), the calculation gives -3.59 / -8.12 eV. As for the expectation value of S²: 2.010. Its HOMO energy (alpha / beta) is -11.04 / -16.53 eV.

ORCA input file:
```
! RIJCOSX wB97M-V def2-TZVPD def2/J DEFGRID3
* xyz 1 3
C -0.63816 0.80371 0.49487
C -0.93687 -0.83010 -0.59434
C 1.78552 0.10770 0.06214
N 0.36721 0.00759 0.11672
N -1.74072 0.06488 0.22428
H -0.50896 1.61137 1.10725
H -0.74108 -0.46640 -1.57928
H -1.17594 -1.91476 -0.29655
H 2.24143 -0.87790 -0.12361
H 2.07075 0.86701 -0.64040
H 2.04805 0.37237 1.06113
H -2.77123 0.25452 0.16781
*
```

These are the natural (NBO) partial charges, in e, on atoms 1 to 4: -0.081 -0.006 -0.456 -0.019

[7]
The ion C3H7N2O with charge +1, computed with the ωB97M-V functional and the def2-TZVPD basis.

For the LUMO energy, the calculation gives -5.25 eV. Its HOMO energy is -15.93 eV. As for the SMILES: CN1CC[N+]1=O.

ORCA input file:
```
! RIJCOSX wB97M-V def2-TZVPD def2/J DEFGRID3
* xyz 1 1
C 0.13419 -1.01756 -1.49247
N 0.13040 -0.09307 -0.36992
C 0.87213 0.28417 0.75076
C -0.35365 0.92014 1.34451
N -0.98345 0.45625 -0.01377
O -2.02234 0.64074 -0.54406
H -0.68220 -0.77641 -2.14378
H 1.17832 -1.11632 -1.91998
H 0.08726 -2.02711 -1.13908
H 1.68127 1.03997 0.48687
H 1.21906 -0.51435 1.45351
H -0.77193 0.25489 2.11007
H -0.48905 1.94866 1.47734
*
```

These are the natural (NBO) partial charges, in e, on atoms 1 to 4: -0.466 -0.092 -0.248 -0.232

[8]
A cluster of 2 separate species, C3H7N2O in total, computed with the ωB97M-V functional and the def2-TZVPD basis.

For the LUMO energy (alpha / beta), the calculation gives -4.69 / -4.92 eV. Its HOMO energy (alpha / beta) is -13.89 / -11.87 eV.

ORCA input file:
```
! RIJCOSX wB97M-V def2-TZVPD def2/J DEFGRID3
* xyz 1 1
C -1.60236 -0.75254 0.17870
C 0.32857 0.27943 -0.05394
C 1.69991 0.49799 0.31995
N -1.88795 0.52444 0.00218
N -0.26854 -0.90531 0.17000
O -0.65619 1.18550 0.03148
H -2.40434 -1.45045 0.12529
H 0.89576 -0.29665 -2.19481
H 1.90102 1.14002 1.22626
H 2.36012 0.99766 -0.24535
H 2.17729 -0.49747 0.49330
H -2.76889 1.01371 0.14928
H 0.22559 -1.73635 -0.20234
*
```

These are the natural (NBO) partial charges, in e, on atoms 1 to 4: 0.293 0.484 -0.705 -0.215

[9]
A cluster of 2 separate species, C3H7N2O in total, computed with the ωB97M-V functional and the def2-TZVPD basis.

For the LUMO energy, the calculation gives -4.05 eV. Its HOMO energy is -14.80 eV.

ORCA input file:
```
! RIJCOSX wB97M-V def2-TZVPD def2/J DEFGRID3
* xyz 1 1
C -0.01830 1.18156 -1.68454
C -1.32249 -0.28553 -0.13959
C 1.67491 -0.43238 1.52822
N -0.98077 0.43421 -0.99703
N 0.51808 -0.77338 1.14947
O -2.07581 -0.99888 0.53714
H -0.01229 2.20458 -1.30717
H 0.96765 0.73050 -1.56698
H 2.26677 -0.97798 2.25859
H 2.10595 0.47666 1.12776
H -0.28913 1.19590 -2.74243
H -3.00018 -1.12912 0.25374
H 0.16561 -1.62615 1.58283
*
```

These are the natural (NBO) partial charges, in e, on atoms 1 to 4: -0.442 0.918 0.044 -0.305

[10]
The ion C3H7N2O with charge +1, computed with the ωB97M-V functional and the def2-TZVPD basis.

For the LUMO energy (alpha / beta), the calculation gives -5.43 / -7.86 eV. As for the expectation value of S²: 2.030. Its HOMO energy (alpha / beta) is -12.27 / -16.64 eV.

ORCA input file:
```
! RIJCOSX wB97M-V def2-TZVPD def2/J DEFGRID3
* xyz 1 3
C 0.89145 -0.81500 -0.63457
C -1.24994 -1.21204 0.43060
C 0.71075 1.44747 0.19438
N 0.29561 0.25544 -0.30350
N -1.11733 0.01527 -0.01960
O -1.85773 0.97374 -0.23832
H 1.93368 -0.78606 -0.50976
H 0.65515 -1.70433 -1.25799
H -2.19809 -1.52142 0.78622
H -0.38708 -2.02761 0.48026
H 1.67959 1.79991 -0.18979
H -0.02722 2.19259 -0.03684
H 0.67115 1.38206 1.29889
*
```

These are the natural (NBO) partial charges, in e, on atoms 1 to 4: -0.128 -0.078 -0.459 -0.142

[11]
A cluster of 2 separate species, C3H7N2O in total, computed with the ωB97M-V functional and the def2-TZVPD basis.

For the LUMO energy (alpha / beta), the calculation gives -3.76 / -5.13 eV. As for the expectation value of S²: 2.007. Its HOMO energy (alpha / beta) is -10.56 / -14.59 eV.

ORCA input file:
```
! RIJCOSX wB97M-V def2-TZVPD def2/J DEFGRID3
* xyz 1 3
C -2.13132 -0.05253 -0.06021
C 2.34938 -1.15584 0.30252
C -1.29484 0.98019 0.27418
N 1.41406 0.80062 -0.41799
N -2.75949 -0.97193 -0.37264
O 2.40703 -0.06463 -0.32664
H 3.24922 -1.74795 0.28703
H 1.46570 -1.48579 0.83740
H -1.29758 1.14996 1.35334
H -1.59327 1.89549 -0.24013
H -0.18707 0.78883 -0.02705
H 1.75219 1.57716 -0.98213
H -3.37402 -1.71360 -0.62769
*
```

These are the natural (NBO) partial charges, in e, on atoms 1 to 4: 0.713 -0.059 -0.869 -0.173

[12]
The ion C3H7N2O2 with charge +1, computed with the ωB97M-V functional and the def2-TZVPD basis.

For the LUMO energy, the calculation gives -4.11 eV. Its HOMO energy is -13.64 eV. As for the SMILES: [NH3+][C@H]1ONCC1=O.

ORCA input file:
```
! RIJCOSX wB97M-V def2-TZVPD def2/J DEFGRID3
* xyz 1 1
N 0.85531 1.10432 -0.85224
C 0.10763 -0.15836 -0.86002
O 0.92480 -0.97746 0.01338
N 0.20528 -1.50005 1.16184
C -0.97588 -0.77194 1.25553
C -1.21355 -0.03364 -0.03931
O -2.11552 0.61173 -0.42647
H 0.17285 1.67436 -1.33541
H 1.74434 0.89195 -1.10030
H 0.86283 1.47636 0.12048
H -0.10320 -0.71783 -1.87833
H 0.69605 -1.39319 2.05877
H -1.02325 0.02126 2.05768
H -1.81938 -1.45851 1.37216
*
```

These are the natural (NBO) partial charges, in e, on atoms 1 to 4: -0.666 0.090 -0.404 -0.299

[13]
The ion C3H7N2O2 with charge +1, computed with the ωB97M-V functional and the def2-TZVPD basis.

For the LUMO energy, the calculation gives -5.33 eV. Its HOMO energy is -15.74 eV. As for the SMILES: CN1CCO[N+]1=O.

ORCA input file:
```
! RIJCOSX wB97M-V def2-TZVPD def2/J DEFGRID3
* xyz 1 1
C -0.47899 -0.45985 -1.77454
N -0.25541 -0.05112 -0.37055
C 0.89362 -0.42915 0.42412
C 0.67891 0.42312 1.72725
O -0.56919 1.12137 1.41674
N -1.07887 0.83566 0.21166
O -2.10260 1.18015 -0.28061
H 0.50210 -0.91179 -2.17034
H -1.22953 -1.21575 -1.97547
H -0.75169 0.43420 -2.25695
H 1.89479 -0.37867 -0.07652
H 0.63254 -1.41760 0.68282
H 0.38780 -0.27063 2.43709
H 1.47651 1.14006 2.00530
*
```

These are the natural (NBO) partial charges, in e, on atoms 1 to 4: -0.435 -0.144 -0.255 -0.074

[14]
The ion C3H7N2O2 with charge +1, computed with the ωB97M-V functional and the def2-TZVPD basis.

For the LUMO energy, the calculation gives -4.42 eV. Its HOMO energy is -13.51 eV. As for the SMILES: C=[N+]([O-])C/[NH+]=C/O.

ORCA input file:
```
! RIJCOSX wB97M-V def2-TZVPD def2/J DEFGRID3
* xyz 1 1
C -0.59947 1.73577 0.21712
N -1.23474 0.58911 0.15982
O -2.03001 0.09408 0.93959
C -0.85918 -0.39329 -0.91240
N 0.59799 -0.82425 -0.77130
C 1.06231 -0.65850 0.41416
O 2.25992 -1.08204 0.73962
H -0.70364 2.34397 1.16962
H -0.21257 2.18133 -0.73207
H -1.14373 -0.00876 -1.87933
H -1.35976 -1.35989 -0.70113
H 1.19583 -1.32587 -1.53601
H 0.37710 -0.25667 1.23418
H 2.64995 -1.03500 1.65813
*
```

These are the natural (NBO) partial charges, in e, on atoms 1 to 4: -0.268 0.104 -0.432 -0.090

[15]
A cluster of 2 separate species, C3H7N2O3 in total, computed with the ωB97M-V functional and the def2-TZVPD basis.

For the LUMO energy, the calculation gives 3.85 eV. Its HOMO energy is -3.43 eV.

ORCA input file:
```
! RIJCOSX wB97M-V def2-TZVPD def2/J DEFGRID3
* xyz -1 1
C 0.63709 -0.41695 -1.24455
C 0.64711 1.16099 1.22375
C 0.82480 -0.92272 0.08418
N 0.49164 -0.35111 1.18539
N -2.06476 0.05505 -0.98178
O 0.38885 -0.96462 2.21975
O -2.75634 -0.88102 -1.48566
O -2.57523 0.77002 -0.07872
H 1.01058 0.59118 -1.33866
H 1.10814 -0.92936 -2.03092
H -0.51887 -0.38887 -1.40301
H -0.29967 1.42712 1.59112
H 1.53431 1.36823 1.88313
H 0.66167 1.45629 0.13582
H 0.91067 -1.97423 0.24015
*
```

These are the natural (NBO) partial charges, in e, on atoms 1 to 4: -0.733 -0.469 -0.006 0.147

[16]
A cluster of 2 separate species, C3H7N2OP in total, computed with the ωB97M-V functional and the def2-TZVPD basis.

For the LUMO energy (alpha / beta), the calculation gives -2.47 / -3.39 eV. Its HOMO energy (alpha / beta) is -8.07 / -7.02 eV.

ORCA input file:
```
! RIJCOSX wB97M-V def2-TZVPD def2/J DEFGRID3
* xyz 0 1
C 1.64461 -0.28158 -0.24134
C 2.96996 0.06874 -0.72205
C -0.78163 -0.94192 1.44918
N 2.35715 0.41371 0.54987
N -2.31324 1.45221 -0.61406
O -0.08736 -2.09412 -1.09184
P -0.02414 -0.89397 -0.26873
H 3.82291 -0.74403 -0.65853
H 3.12402 0.82464 -1.61176
H -1.85815 -1.28936 1.39670
H -0.25364 -1.63967 2.08028
H -0.73324 0.00504 1.97257
H -1.91517 1.87845 -1.46133
H -3.34015 1.37132 -0.75766
*
```

These are the natural (NBO) partial charges, in e, on atoms 1 to 4: -0.201 -0.275 -0.960 -0.259

[17]
A cluster of 2 separate species, C3H7N2OS in total, computed with the ωB97M-V functional and the def2-TZVPD basis.

For the LUMO energy, the calculation gives -3.56 eV. Its HOMO energy is -13.45 eV.

ORCA input file:
```
! RIJCOSX wB97M-V def2-TZVPD def2/J DEFGRID3
* xyz 1 1
C -3.17307 0.42361 0.49138
C 1.75214 0.56559 -0.03254
C -2.51671 -0.45823 -0.10843
N 0.52658 0.61806 0.12036
N 2.56821 -0.27452 -0.72435
O -1.63955 -0.81693 -0.97560
S -0.43306 1.94066 0.79368
H -0.10458 -0.06257 -0.28983
H -3.90109 0.69406 1.26950
H 2.36774 1.34168 0.59049
H 3.50832 -0.10906 -0.90441
H 2.09812 -1.17344 -1.02896
H -1.84231 -1.65073 -1.45034
H -1.70510 1.42799 0.90914
*
```

These are the natural (NBO) partial charges, in e, on atoms 1 to 4: -0.393 0.380 0.330 -0.622

[18]
A structure of composition C3H7N2PS2, computed with the ωB97M-V functional and the def2-TZVPD basis.

For the LUMO energy (alpha / beta), the calculation gives -0.43 / -0.43 eV. Its HOMO energy (alpha / beta) is -7.73 / -7.73 eV.

ORCA input file:
```
! RIJCOSX wB97M-V def2-TZVPD def2/J DEFGRID3
* xyz 0 1
C -0.81030 1.82179 -0.00978
C -1.42970 0.69682 -0.42025
C 0.50110 1.91898 0.16118
N -1.06714 -0.54663 -0.25156
N 1.87793 -0.93739 0.48986
P 0.55150 -1.43628 1.16058
S -1.96109 -1.86808 -0.73960
S 2.75785 -1.49582 -0.87953
H -1.49543 2.59611 0.29111
H -2.46132 0.73423 -0.79881
H 0.95313 2.78998 0.68967
H 1.14721 1.24594 -0.28241
H 0.59707 -0.30843 1.89733
H -1.12186 -2.86072 0.01204
H 1.96106 -2.35049 -1.31985
*
```

These are the natural (NBO) partial charges, in e, on atoms 1 to 4: -0.315 0.096 -0.242 -0.639

[19]
A cluster of 2 separate species, C3H7N2S in total, computed with the ωB97M-V functional and the def2-TZVPD basis.

For the LUMO energy, the calculation gives -3.23 eV. Its HOMO energy is -13.94 eV.

ORCA input file:
```
! RIJCOSX wB97M-V def2-TZVPD def2/J DEFGRID3
* xyz 1 1
C -1.83560 -0.48978 1.07011
C 0.73354 -0.06050 -1.16836
C 0.90954 0.97683 -0.16051
N -2.55263 -0.28127 0.17637
N 1.17950 -0.41362 0.15800
S -0.84509 -0.84116 2.26043
H -0.29281 -0.34770 -1.58731
H 1.59166 -0.04264 -1.97225
H 0.17168 1.50844 0.61485
H 1.78969 1.47475 -0.25040
H -3.50989 0.04094 -0.18530
H 0.47724 -0.93358 0.80050
H 2.18317 -0.59070 0.24388
*
```

These are the natural (NBO) partial charges, in e, on atoms 1 to 4: 0.258 -0.249 -0.229 -0.623

Max |F|, record by record: 4.92; 4.90; 4.26; 2.45; 3.94; 5.87; 4.42; 4.14; 3.30; 6.20; 7.75; 5.51; 4.19; 3.13; 4.97; 3.89; 7.64; 7.15; 4.53 eV/A
Relative energy (zero: lowest compared OMol25 entry of this formula, charge and spin), record by record: 333.1; 612.7; 382.1; 388.6; 622.6; 122.6; 466.0; 699.5; 311.8; 311.9; 208.8; 356.4; 483.9; 379.9; 795.2; 556.6; 459.8; 431.0; 254.9 kJ/mol